Below is a cluster of 7 separate species, C12H46ClN6O4 in total in a non-equilibrium geometry, with properties calculated with wB97M-V/def2-TZVPD.

As for the multiplicity: 1. The net charge is +3. As for the LUMO energy: -8.029 eV. As for the calculated total energy: -42805.991 eV.

Geometry (Å):
1 N 21.45 -5.40 24.26
2 H 21.08 -4.50 24.53
3 H 22.44 -5.20 24.20
4 H 21.05 -5.63 23.36
5 H 21.19 -6.07 24.98
6 N 24.93 -4.26 13.44
7 H 25.48 -5.08 13.63
8 H 25.00 -4.02 12.46
9 H 25.10 -3.55 14.14
10 H 23.94 -4.46 13.56
11 N 20.32 0.92 20.58
12 H 19.55 1.25 20.03
13 H 21.01 1.65 20.69
14 H 20.74 0.17 20.05
15 H 20.06 0.49 21.46
16 N 28.37 -6.92 18.58
17 H 28.22 -7.42 17.71
18 H 27.66 -7.10 19.27
19 H 28.39 -5.92 18.39
20 H 29.28 -7.27 18.83
21 Cl 20.45 -6.16 17.95
22 O 19.34 -6.47 18.80
23 O 20.23 -6.65 16.63
24 O 20.58 -4.74 18.00
25 O 21.71 -6.66 18.37
26 C 14.64 -13.18 15.77
27 C 16.09 -13.17 16.23
28 N 16.33 -13.79 17.52
29 C 17.75 -14.15 17.75
30 C 18.78 -12.95 17.89
31 C 15.81 -12.82 18.50
32 C 15.76 -13.52 19.86
33 H 14.60 -12.62 14.84
34 H 14.02 -12.64 16.49
35 H 14.36 -14.22 15.59
36 H 16.71 -13.68 15.50
37 H 16.42 -12.13 16.25
38 H 17.78 -14.84 18.59
39 H 18.02 -14.75 16.88
40 H 18.62 -12.40 16.97
41 H 18.58 -12.40 18.81
42 H 19.84 -13.20 17.99
43 H 14.84 -12.35 18.32
44 H 16.40 -11.91 18.56
45 H 16.71 -13.77 20.32
46 H 15.18 -14.43 20.01
47 H 15.36 -12.79 20.57
48 C 16.77 4.51 19.31
49 C 15.90 3.35 18.80
50 N 16.75 2.37 18.04
51 C 16.03 1.06 17.76
52 C 15.72 0.39 19.14
53 C 17.20 2.88 16.72
54 C 18.28 2.08 15.89
55 H 17.53 4.07 19.95
56 H 16.19 5.30 19.80
57 H 17.25 5.01 18.47
58 H 15.54 2.96 19.76
59 H 15.11 3.71 18.15
60 H 15.07 1.15 17.24
61 H 16.64 0.39 17.16
62 H 15.37 -0.64 19.06
63 H 16.62 0.23 19.72
64 H 15.05 0.94 19.80
65 H 17.50 3.92 16.69
66 H 16.36 2.84 16.02
67 H 19.13 1.76 16.48
68 H 18.80 2.74 15.20
69 H 17.91 1.18 15.40


Below is a cluster of 10 separate species, C12H46N2O10 in total in a non-equilibrium geometry, with properties calculated with wB97M-V/def2-TZVPD.

As for the multiplicity: 2. The net charge is -1. As for the LUMO energy (spin up / spin down): 2.439 / 2.341 eV. As for the calculated total energy: -36640.509 eV.

Geometry (Å):
1 C -10.14 -5.40 -2.44
2 C -9.99 -4.90 -3.87
3 C -11.14 -4.00 -4.47
4 O -11.00 -3.68 -5.86
5 C -11.41 -4.52 -6.96
6 N -8.69 -4.27 -4.08
7 H -11.17 -5.61 -2.17
8 H -9.76 -4.69 -1.70
9 H -9.65 -6.36 -2.28
10 H -10.08 -5.80 -4.47
11 H -11.17 -2.99 -4.04
12 H -12.14 -4.35 -4.20
13 H -10.95 -4.13 -7.86
14 H -12.49 -4.50 -7.11
15 H -11.03 -5.53 -6.79
16 H -8.54 -3.64 -3.30
17 H -8.87 -3.64 -4.86
18 C -7.00 3.81 -4.12
19 C -8.20 2.76 -4.00
20 C -7.89 1.49 -3.13
21 O -7.46 2.00 -1.87
22 C -6.97 0.99 -0.92
23 N -9.25 3.50 -3.27
24 H -7.30 4.80 -4.47
25 H -6.18 3.39 -4.70
26 H -6.53 4.00 -3.16
27 H -8.68 2.55 -4.95
28 H -7.09 1.00 -3.68
29 H -8.75 0.86 -2.91
30 H -7.77 0.31 -0.61
31 H -6.93 1.56 0.00
32 H -6.11 0.41 -1.25
33 H -8.84 4.40 -3.09
34 H -9.20 2.96 -2.42
35 O -5.27 -2.58 -2.38
36 H -5.23 -3.27 -3.05
37 H -6.15 -2.22 -2.46
38 O -8.03 -1.94 -3.00
39 H -8.70 -1.32 -3.30
40 H -8.00 -1.80 -2.05
41 O -5.10 -4.15 -4.68
42 H -5.87 -4.68 -4.88
43 H -4.40 -4.79 -4.52
44 O -6.71 -5.57 -1.41
45 H -6.47 -4.71 -1.05
46 H -7.28 -5.37 -2.15
47 C -3.05 -5.18 -2.68
48 O -3.23 -5.89 -3.92
49 H -2.35 -5.86 -2.19
50 H -2.64 -4.18 -2.85
51 H -4.00 -5.35 -2.17
52 H -3.42 -6.83 -3.84
53 C -2.56 -0.90 -3.83
54 O -3.53 -0.36 -4.72
55 H -3.15 -1.23 -2.97
56 H -2.16 -1.82 -4.26
57 H -1.88 -0.06 -3.70
58 H -4.27 -0.97 -4.83
59 C -3.36 -2.06 1.24
60 O -4.59 -2.45 0.73
61 H -3.34 -1.57 2.22
62 H -2.63 -2.87 1.28
63 H -2.97 -1.25 0.62
64 H -4.45 -2.77 -0.17
65 C -7.19 -0.98 -6.40
66 O -6.07 -1.82 -6.26
67 H -7.69 -1.11 -7.36
68 H -7.91 -1.12 -5.60
69 H -6.92 0.08 -6.38
70 H -6.20 -2.58 -5.68


Below is a cluster of 11 separate species, C12H46N4O11 in total in a non-equilibrium geometry, with properties calculated with wB97M-V/def2-TZVPD.

As for the multiplicity: 1. The net charge is 0. As for the LUMO energy: -0.574 eV. As for the calculated total energy: -41666.474 eV.

Geometry (Å):
1 N 1.51 1.01 -2.75
2 C 1.94 2.22 -3.01
3 N 2.55 2.09 -4.13
4 O 1.67 3.41 -2.33
5 H 1.00 0.79 -1.91
6 H 2.04 0.22 -3.07
7 H 2.64 2.98 -4.73
8 H 2.52 1.20 -4.78
9 N -4.71 1.58 -0.60
10 C -4.33 1.02 0.49
11 N -3.09 0.85 0.63
12 O -5.23 0.53 1.36
13 H -4.14 2.13 -1.25
14 H -5.71 1.82 -0.76
15 H -2.82 0.36 1.48
16 H -2.35 1.11 0.02
17 C 0.29 0.43 0.91
18 C 0.19 1.89 0.49
19 O -0.55 2.06 -0.75
20 H 0.98 -0.22 0.36
21 H -0.62 -0.07 0.94
22 H 0.46 0.29 2.00
23 H 1.21 2.30 0.46
24 H -0.44 2.30 1.29
25 H -0.19 2.79 -1.28
26 C -3.21 -2.51 0.16
27 O -4.32 -2.54 1.07
28 H -2.84 -3.40 -0.28
29 H -2.40 -2.14 0.77
30 H -3.39 -1.83 -0.66
31 H -5.13 -2.31 0.55
32 C -2.04 3.71 -3.35
33 O -3.19 3.12 -3.76
34 H -1.41 3.02 -2.97
35 H -2.30 4.48 -2.65
36 H -1.56 4.13 -4.25
37 H -2.92 2.46 -4.44
38 C 3.28 -2.43 -0.22
39 O 2.32 -2.91 -1.15
40 H 4.29 -2.84 -0.28
41 H 2.97 -2.60 0.80
42 H 3.34 -1.40 -0.42
43 H 2.55 -2.69 -2.00
44 C 4.58 1.30 0.14
45 O 5.40 0.15 0.34
46 H 3.61 0.90 -0.06
47 H 4.84 2.13 -0.64
48 H 4.55 1.89 1.08
49 H 5.50 -0.38 -0.46
50 C 0.35 -2.75 2.20
51 O 1.20 -3.62 2.84
52 H 0.43 -1.89 2.82
53 H -0.66 -3.24 2.18
54 H 0.79 -2.54 1.19
55 H 1.06 -4.51 2.48
56 C 3.12 -0.19 3.03
57 O 2.54 -1.14 3.95
58 H 2.76 0.83 3.14
59 H 2.82 -0.51 2.00
60 H 4.20 -0.25 3.06
61 H 2.91 -2.02 3.83
62 C -0.81 -1.69 -1.91
63 O -0.34 -2.73 -1.15
64 H -0.96 -0.84 -1.25
65 H -1.69 -1.90 -2.53
66 H -0.07 -1.50 -2.66
67 H 0.61 -2.78 -1.35
68 C -2.73 0.54 3.63
69 O -2.23 -0.63 2.97
70 H -3.02 0.10 4.63
71 H -3.71 0.88 3.15
72 H -1.99 1.31 3.87
73 H -1.95 -1.33 3.51


Below is a cluster of 11 separate species, C12H46O12 in total in a non-equilibrium geometry, with properties calculated with wB97M-V/def2-TZVPD.

As for the multiplicity: 1. The net charge is 0. As for the LUMO energy: 0.235 eV. As for the calculated total energy: -37754.590 eV.

Geometry (Å):
1 O 16.84 13.75 5.80
2 C 15.58 13.93 6.41
3 C 14.86 12.67 6.84
4 O 15.39 12.26 8.11
5 H 17.49 13.65 6.51
6 H 15.68 14.64 7.24
7 H 14.94 14.48 5.72
8 H 14.96 11.83 6.14
9 H 13.79 12.85 6.87
10 H 15.46 11.30 8.11
11 C 13.13 10.69 10.29
12 O 12.65 10.21 11.56
13 H 13.46 9.86 9.68
14 H 12.30 11.19 9.78
15 H 13.89 11.44 10.48
16 H 11.96 10.82 11.82
17 C 16.67 9.54 4.29
18 O 15.91 8.83 5.27
19 H 17.66 9.10 4.14
20 H 16.19 9.30 3.33
21 H 16.57 10.61 4.41
22 H 16.22 9.09 6.15
23 C 11.27 11.26 7.23
24 O 10.52 10.20 7.81
25 H 10.85 11.62 6.29
26 H 11.34 12.05 7.98
27 H 12.30 10.91 7.06
28 H 10.52 9.46 7.20
29 C 14.70 14.42 10.91
30 O 14.07 15.62 11.31
31 H 13.93 13.75 10.52
32 H 15.37 14.62 10.07
33 H 15.30 13.93 11.68
34 H 13.42 15.49 12.00
35 C 18.71 15.18 7.85
36 O 19.37 14.04 7.33
37 H 18.22 15.70 7.02
38 H 17.94 14.89 8.56
39 H 19.33 15.97 8.27
40 H 19.74 13.50 8.03
41 C 12.14 14.94 8.48
42 O 12.78 15.32 7.28
43 H 11.05 14.87 8.34
44 H 12.51 13.98 8.84
45 H 12.34 15.63 9.31
46 H 12.37 16.13 6.96
47 C 17.67 10.08 8.50
48 O 16.49 9.46 8.02
49 H 17.78 10.00 9.59
50 H 18.55 9.67 8.00
51 H 17.68 11.15 8.28
52 H 16.40 8.57 8.36
53 C 16.31 17.48 9.39
54 O 16.66 18.56 8.55
55 H 17.02 17.14 10.15
56 H 15.36 17.63 9.90
57 H 16.12 16.58 8.77
58 H 15.84 18.92 8.20
59 C 19.75 11.44 5.24
60 O 20.08 10.11 4.80
61 H 19.75 11.59 6.32
62 H 20.55 12.12 4.92
63 H 18.82 11.73 4.76
64 H 20.98 9.98 5.13
65 C 18.63 14.67 3.19
66 O 17.25 14.40 3.02
67 H 19.18 13.78 2.86
68 H 18.98 15.59 2.72
69 H 18.86 14.80 4.25
70 H 16.88 14.10 3.86


Below is a cluster of 12 separate species, C12H48N14O12 in total in a non-equilibrium geometry, with properties calculated with wB97M-V/def2-TZVPD.

As for the multiplicity: 1. The net charge is 0. As for the LUMO energy: -0.904 eV. As for the calculated total energy: -58647.795 eV.

Geometry (Å):
1 N -14.48 5.11 -7.13
2 C -14.82 5.75 -6.04
3 N -15.76 6.62 -6.26
4 O -14.54 5.34 -4.71
5 H -13.78 4.31 -7.09
6 H -14.48 5.44 -8.08
7 H -16.28 6.81 -5.37
8 H -16.27 6.50 -7.19
9 N -19.33 4.53 -5.81
10 C -19.64 5.82 -5.76
11 N -20.91 6.08 -5.50
12 O -18.75 6.80 -5.92
13 H -18.48 4.29 -6.40
14 H -20.02 3.78 -5.86
15 H -21.22 7.05 -5.57
16 H -21.70 5.45 -5.25
17 N -21.29 2.72 -5.93
18 C -20.69 1.58 -5.85
19 N -20.03 1.17 -6.85
20 O -20.43 0.95 -4.61
21 H -21.69 3.09 -5.03
22 H -21.47 3.18 -6.87
23 H -19.50 0.26 -6.92
24 H -20.29 1.66 -7.75
25 N -21.07 6.56 -2.39
26 C -21.04 6.33 -1.12
27 N -20.60 5.17 -0.87
28 O -21.33 7.29 -0.16
29 H -21.30 7.52 -2.69
30 H -20.77 5.84 -3.06
31 H -20.41 4.83 0.11
32 H -20.08 4.64 -1.55
33 N -21.84 9.07 -3.05
34 C -22.49 8.81 -4.14
35 N -21.72 8.96 -5.19
36 O -23.85 8.55 -4.28
37 H -22.48 9.28 -2.25
38 H -20.91 9.46 -3.03
39 H -22.21 8.94 -6.10
40 H -20.66 9.18 -5.17
41 N -18.67 9.59 -5.51
42 C -18.74 10.24 -4.39
43 N -19.27 9.53 -3.53
44 O -18.21 11.62 -4.25
45 H -18.45 10.01 -6.38
46 H -18.86 8.58 -5.56
47 H -19.24 9.87 -2.59
48 H -19.05 8.48 -3.47
49 N -21.63 4.27 -8.21
50 C -20.51 3.85 -8.78
51 N -20.52 2.63 -9.15
52 O -19.39 4.67 -9.09
53 H -21.56 5.23 -7.86
54 H -22.54 3.76 -8.32
55 H -19.66 2.31 -9.45
56 H -21.39 2.05 -9.21
57 C -16.75 2.88 -6.17
58 O -16.86 3.70 -7.27
59 H -16.64 3.62 -5.39
60 H -15.91 2.17 -6.27
61 H -17.67 2.33 -6.15
62 H -16.17 4.33 -7.14
63 C -23.21 6.91 -8.21
64 O -21.82 7.08 -8.23
65 H -23.62 7.37 -7.30
66 H -23.56 5.91 -8.23
67 H -23.73 7.32 -9.00
68 H -21.68 8.04 -8.28
69 C -17.93 7.84 -8.96
70 O -17.53 6.52 -8.97
71 H -17.33 8.26 -8.18
72 H -18.99 7.85 -8.64
73 H -17.82 8.37 -9.91
74 H -18.20 5.90 -9.10
75 C -18.72 3.35 -2.68
76 O -19.77 4.02 -3.28
77 H -19.15 3.12 -1.76
78 H -17.91 4.09 -2.61
79 H -18.40 2.43 -3.13
80 H -19.43 4.23 -4.16
81 C -23.85 5.14 -5.08
82 O -22.95 4.46 -4.22
83 H -23.81 6.26 -4.96
84 H -24.86 4.56 -4.90
85 H -23.53 4.80 -6.03
86 H -23.18 4.68 -3.37


Below is a structure of composition C12H4BBrF4IrN4OS5 in a non-equilibrium geometry, with properties calculated with wB97M-V/def2-TZVPD.

As for the multiplicity: 5. The net charge is -1. As for the LUMO energy (spin up / spin down): 1.476 / -0.134 eV. As for the calculated total energy: -159126.613 eV.

Geometry (Å):
1 Ir 0.49 0.28 -0.91
2 O 1.17 -1.02 5.18
3 C 0.96 -0.60 3.89
4 C -0.35 -0.44 3.39
5 C -0.50 -0.14 2.05
6 N 0.59 0.17 1.22
7 C 1.77 0.08 1.80
8 Br 3.16 0.33 0.64
9 C 2.04 -0.29 3.09
10 H 0.37 -1.42 5.66
11 H -1.21 -0.74 3.97
12 H -1.48 -0.14 1.60
13 H 3.05 -0.48 3.45
14 S 2.11 4.23 -6.93
15 C 1.79 3.33 -5.58
16 S 1.88 3.89 -3.93
17 C 1.41 2.46 -3.07
18 C 1.07 1.38 -3.90
19 S 0.52 -0.14 -3.35
20 S 1.25 1.61 -5.62
21 S 1.28 2.69 -1.47
22 F 0.22 -2.69 0.76
23 B 1.33 -3.00 -0.01
24 F 2.52 -3.05 0.80
25 F 1.07 -4.22 -0.67
26 F 1.64 -2.01 -0.97
27 N -1.68 0.31 -0.92
28 C -2.81 0.23 -0.58
29 C -4.10 0.00 -0.11
30 C -4.26 -0.28 1.25
31 N -4.30 -0.47 2.38
32 C -5.13 0.02 -1.12
33 N -5.88 0.13 -1.97


Number 5 is which compound? C12H48N14O12